No. 1
Molecular formula: C72H160Br3N8
Method: DFT, ωB97M-V/def2-TZVPD

Properties
E_LUMO: -8.48 eV
DFT total energy: -299260.464 eV
energy above the lowest of the compared OMol25 structures with the same formula, charge and spin: 429.4 kJ/mol
F_max: 3.74 eV/Å
total charge: +5

```
243
C72H160Br3N8 (ωB97M-V/def2-TZVPD)
C 9.180 -41.755 6.352
C 10.380 -40.819 6.189
C 10.122 -39.534 7.023
C 8.790 -38.787 6.574
N 8.391 -37.616 7.418
C 7.772 -37.995 8.816
C 8.764 -37.559 9.889
C 10.026 -37.019 9.220
C 9.569 -36.622 7.814
C 7.409 -36.735 6.588
H 8.335 -41.300 5.836
H 9.014 -41.966 7.408
H 9.369 -42.701 5.844
H 10.573 -40.471 5.173
H 11.293 -41.292 6.550
H 10.982 -38.862 7.023
H 10.026 -39.805 8.077
H 7.862 -39.355 6.588
H 8.961 -38.354 5.588
H 6.785 -37.540 8.863
H 7.715 -39.082 8.826
H 8.333 -36.773 10.508
H 9.006 -38.461 10.450
H 10.525 -36.219 9.761
H 10.642 -37.904 9.052
H 9.099 -35.637 7.867
H 10.302 -36.418 7.034
H 7.054 -35.979 7.290
H 6.580 -37.395 6.337
H 7.843 -36.204 5.744
C 8.996 -26.977 5.082
C 9.864 -27.437 3.937
C 10.908 -26.278 3.665
C 11.556 -26.199 2.275
N 12.446 -24.953 2.136
C 11.865 -23.562 2.417
C 12.492 -22.541 1.511
C 12.825 -23.362 0.262
C 13.095 -24.797 0.677
C 13.691 -25.171 2.983
H 8.160 -26.415 4.666
H 9.562 -26.374 5.791
H 8.509 -27.810 5.591
H 9.356 -27.606 2.986
H 10.362 -28.365 4.220
H 11.649 -26.337 4.464
H 10.383 -25.365 3.950
H 10.752 -26.055 1.550
H 12.244 -26.908 1.814
H 11.822 -23.296 3.472
H 10.832 -23.728 2.101
H 13.426 -22.080 1.842
H 11.852 -21.666 1.409
H 13.672 -23.056 -0.347
H 11.866 -23.306 -0.256
H 14.153 -25.026 0.561
H 12.587 -25.519 0.037
H 14.157 -24.196 3.122
H 14.391 -25.750 2.385
H 13.523 -25.671 3.934
C 6.237 -38.184 1.104
C 7.035 -36.908 1.440
C 6.056 -35.795 1.934
C 6.747 -34.451 2.054
N 6.080 -33.411 2.996
C 6.928 -32.181 3.277
C 6.316 -31.472 4.444
C 5.942 -32.669 5.333
C 5.967 -33.887 4.440
C 4.709 -33.062 2.428
H 6.670 -39.123 1.437
H 6.028 -38.231 0.035
H 5.237 -38.005 1.505
H 7.529 -36.464 0.576
H 7.722 -37.263 2.210
H 5.642 -36.112 2.892
H 5.274 -35.670 1.184
H 6.871 -34.001 1.071
H 7.709 -34.594 2.552
H 6.808 -31.668 2.321
H 7.990 -32.358 3.447
H 5.341 -31.093 4.135
H 6.895 -30.656 4.867
H 5.052 -32.428 5.912
H 6.701 -32.704 6.118
H 5.154 -34.596 4.591
H 6.891 -34.450 4.584
H 4.142 -32.373 3.050
H 4.130 -33.982 2.406
H 4.963 -32.627 1.464
C 14.846 -28.296 6.783
C 13.295 -28.295 6.634
C 12.701 -29.450 7.378
C 11.352 -29.915 6.791
N 10.451 -30.740 7.702
C 11.223 -32.095 7.905
C 10.650 -33.111 6.832
C 9.716 -32.220 5.988
C 9.191 -31.261 7.002
C 10.114 -29.994 8.993
H 15.266 -27.309 6.997
H 15.393 -28.654 5.912
H 15.160 -28.844 7.673
H 13.150 -28.434 5.557
H 12.911 -27.282 6.750
H 12.650 -29.349 8.463
H 13.271 -30.371 7.238
H 11.578 -30.565 5.948
H 10.688 -29.084 6.554
H 10.866 -32.444 8.873
H 12.296 -31.998 7.775
H 10.050 -33.802 7.423
H 11.455 -33.637 6.322
H 8.907 -32.842 5.603
H 10.229 -31.800 5.123
H 8.599 -31.825 7.721
H 8.693 -30.417 6.525
H 11.013 -30.050 9.594
H 9.209 -30.506 9.311
H 9.987 -28.929 8.799
C 16.559 -27.873 12.900
C 16.005 -26.660 12.188
C 14.535 -26.799 11.820
C 13.907 -25.573 11.146
N 12.417 -25.747 10.770
C 11.632 -26.308 12.021
C 10.150 -25.955 11.766
C 10.171 -24.609 11.043
C 11.646 -24.427 10.660
C 12.120 -26.637 9.589
H 16.308 -28.753 12.300
H 16.045 -28.042 13.846
H 17.640 -27.798 13.000
H 16.607 -26.307 11.347
H 16.120 -25.846 12.910
H 13.990 -26.965 12.750
H 14.443 -27.660 11.155
H 14.433 -25.335 10.220
H 13.857 -24.676 11.761
H 11.840 -27.345 12.277
H 12.048 -25.582 12.721
H 9.742 -26.875 11.341
H 9.611 -25.905 12.713
H 9.427 -24.485 10.258
H 9.951 -23.775 11.710
H 11.792 -23.898 9.717
H 12.193 -23.755 11.322
H 11.103 -26.475 9.236
H 12.173 -27.654 9.980
H 12.939 -26.388 8.918
C 17.509 -24.707 5.552
C 16.980 -24.905 4.124
C 17.926 -25.356 3.013
C 17.218 -25.685 1.709
N 18.157 -26.038 0.558
C 19.132 -24.920 0.228
C 19.576 -25.053 -1.267
C 18.338 -25.729 -1.941
C 17.358 -26.118 -0.786
C 18.761 -27.449 0.818
H 16.810 -24.255 6.256
H 18.340 -24.030 5.351
H 17.678 -25.681 6.013
H 16.712 -23.944 3.674
H 16.119 -25.576 4.184
H 18.482 -26.215 3.398
H 18.631 -24.558 2.776
H 16.579 -24.905 1.293
H 16.636 -26.607 1.756
H 20.069 -25.112 0.752
H 18.790 -23.925 0.508
H 20.447 -25.705 -1.313
H 19.863 -24.079 -1.656
H 18.624 -26.664 -2.423
H 17.827 -25.148 -2.706
H 17.018 -27.135 -0.961
H 16.594 -25.349 -0.691
H 19.570 -27.173 1.491
H 19.089 -27.844 -0.141
H 18.028 -28.096 1.291
C 7.931 -28.480 13.403
C 8.972 -29.342 12.582
C 8.644 -30.861 12.774
C 9.439 -31.614 13.850
N 9.505 -33.103 13.661
C 10.269 -33.917 14.720
C 11.390 -34.691 14.033
C 10.899 -34.885 12.611
C 10.279 -33.498 12.363
C 8.073 -33.670 13.490
H 8.420 -27.879 14.173
H 7.396 -29.141 14.088
H 7.278 -27.905 12.752
H 9.991 -29.098 12.882
H 8.871 -29.155 11.513
H 8.791 -31.413 11.839
H 7.563 -31.011 12.773
H 8.929 -31.556 14.814
H 10.474 -31.275 13.906
H 9.613 -34.642 15.203
H 10.561 -33.244 15.525
H 11.560 -35.635 14.548
H 12.281 -34.063 14.048
H 10.160 -35.686 12.584
H 11.745 -35.082 11.955
H 9.780 -33.353 11.406
H 11.034 -32.724 12.523
H 7.533 -33.310 14.362
H 8.192 -34.751 13.435
H 7.665 -33.393 12.518
C 15.308 -34.277 7.463
C 15.293 -32.959 8.214
C 14.940 -33.012 9.717
C 16.108 -33.639 10.430
N 15.917 -33.715 11.930
C 16.198 -32.329 12.575
C 17.695 -32.125 12.488
C 18.285 -33.498 12.856
C 17.145 -34.474 12.541
C 14.585 -34.360 12.312
H 16.023 -35.045 7.759
H 15.493 -33.998 6.426
H 14.337 -34.763 7.582
H 14.611 -32.280 7.698
H 16.244 -32.432 8.102
H 13.956 -33.476 9.768
H 14.919 -31.983 10.085
H 17.073 -33.229 10.139
H 16.088 -34.658 10.035
H 15.789 -32.501 13.572
H 15.612 -31.512 12.156
H 17.837 -31.402 13.291
H 17.980 -31.744 11.510
H 18.533 -33.462 13.914
H 19.171 -33.681 12.251
H 16.700 -35.000 13.386
H 17.360 -35.337 11.910
H 14.380 -35.224 11.683
H 13.906 -33.515 12.202
H 14.628 -34.699 13.345
Br 7.344 -27.659 8.555
Br 12.805 -30.219 11.962
Br 7.470 -33.419 9.926
```

=====

No. 2
Molecular formula: C56H47N10OP2Zn
Method: DFT, ωB97M-V/def2-TZVPD

Properties
E_LUMO: -2.04 eV
DFT total energy: -142777.122 eV
energy above the lowest of the compared OMol25 structures with the same formula, charge and spin: 0.0 kJ/mol
F_max: 0.75 eV/Å
total charge: +1

```
117
C56H47N10OP2Zn (ωB97M-V/def2-TZVPD)
Zn -0.135 -1.111 0.373
N 1.514 -2.878 2.594
C 0.968 -1.759 3.182
C 0.960 -1.712 4.587
C 0.458 -0.601 5.212
C -0.040 0.453 4.441
C -0.022 0.310 3.080
N 0.470 -0.771 2.444
C 1.907 -3.134 1.298
C 2.700 -4.270 1.080
C 3.169 -4.522 -0.181
C 2.866 -3.631 -1.214
C 2.056 -2.569 -0.924
N 1.547 -2.328 0.303
H 1.720 -3.625 3.236
H 1.360 -2.542 5.155
H 0.451 -0.544 6.293
H -0.435 1.351 4.893
H -0.420 1.082 2.436
H 2.927 -4.929 1.906
H 3.780 -5.394 -0.367
H 3.243 -3.772 -2.216
H 1.781 -1.853 -1.686
C 0.939 2.154 -1.784
N 2.371 1.944 -1.700
C 2.976 2.568 -0.536
P 2.420 1.729 1.015
C 3.668 0.416 1.218
C 3.873 -0.115 2.493
C 4.779 -1.143 2.698
C 5.476 -1.679 1.623
C 5.265 -1.175 0.349
C 4.369 -0.132 0.145
C 2.931 3.006 2.219
C 4.135 3.020 2.917
C 4.416 4.046 3.810
C 3.505 5.071 4.011
C 2.302 5.071 3.316
C 2.017 4.039 2.437
C 3.096 2.021 -2.921
C 4.090 2.974 -3.131
C 4.782 3.007 -4.334
C 4.482 2.110 -5.347
C 3.483 1.167 -5.143
C 2.803 1.113 -3.938
P -0.165 0.658 -1.532
C -0.377 0.098 -3.261
C -0.083 -1.205 -3.654
C -0.131 -1.566 -4.995
C -0.483 -0.633 -5.957
C -0.799 0.665 -5.575
C -0.744 1.026 -4.240
C -1.735 1.528 -1.182
C -1.788 2.316 -0.030
C -2.951 2.982 0.321
C -4.085 2.862 -0.474
C -4.051 2.062 -1.606
C -2.882 1.399 -1.960
H 0.673 2.531 -2.773
H 0.621 2.916 -1.068
H 2.688 3.626 -0.436
H 4.061 2.535 -0.608
H 3.344 0.306 3.342
H 4.946 -1.524 3.698
H 6.186 -2.480 1.780
H 5.803 -1.587 -0.495
H 4.216 0.236 -0.862
H 4.865 2.236 2.761
H 5.357 4.045 4.345
H 3.729 5.869 4.706
H 1.587 5.869 3.466
H 1.067 4.036 1.909
H 4.322 3.704 -2.367
H 5.552 3.752 -4.481
H 5.020 2.144 -6.284
H 3.241 0.454 -5.922
H 2.049 0.355 -3.777
H 0.145 -1.954 -2.913
H 0.102 -2.583 -5.284
H -0.521 -0.915 -7.001
H -1.084 1.398 -6.318
H -0.991 2.045 -3.966
H -0.908 2.412 0.598
H -2.972 3.602 1.208
H -4.991 3.392 -0.211
H -4.934 1.957 -2.224
H -2.870 0.784 -2.850
N -10.842 -0.023 0.470
C -9.727 -0.223 0.659
C -8.330 -0.471 0.899
C -7.446 0.603 0.978
C -6.104 0.369 1.215
C -5.657 -0.936 1.356
C -6.525 -2.014 1.273
C -7.870 -1.777 1.050
N -4.269 -1.177 1.582
C -3.724 -1.979 2.560
C -2.380 -1.906 2.397
N -2.089 -1.088 1.324
C -3.250 -0.662 0.868
H -7.818 1.612 0.869
H -5.406 1.190 1.304
H -6.147 -3.026 1.335
H -8.562 -2.604 0.972
H -4.337 -2.521 3.258
H -1.616 -2.423 2.949
H -3.408 -0.039 0.003
N -3.143 -2.592 -1.965
C -2.159 -2.887 -1.071
O -1.091 -2.209 -1.107
C -2.356 -3.892 -0.105
C -3.627 -4.479 0.086
N -4.691 -4.896 0.256
C -1.292 -4.169 0.780
N -0.387 -4.357 1.475
H -3.902 -3.238 -2.106
H -2.874 -2.005 -2.737
```

=====

No. 3
Molecular formula: C15H13N3O6S7Sr
Method: DFT, ωB97M-V/def2-TZVPD

Properties
E_LUMO: 3.84 eV
DFT total energy: -109211.888 eV
energy above the lowest of the compared OMol25 structures with the same formula, charge and spin: 0.0 kJ/mol
F_max: 0.18 eV/Å
total charge: -2

```
45
C15H13N3O6S7Sr (ωB97M-V/def2-TZVPD)
Sr 0.169 -0.061 -1.641
S -1.720 -0.222 0.614
S -2.741 0.997 -0.707
S -1.951 2.900 -0.541
S -0.186 2.888 -1.632
C -0.746 -0.861 7.596
N -0.506 -0.249 6.314
C -1.155 -0.578 5.131
C -0.642 0.187 4.160
N 0.345 0.983 4.749
C 0.429 0.711 6.090
S 1.431 1.324 7.306
C 1.046 1.942 3.950
C 1.964 2.856 4.450
C 2.510 3.746 3.536
C 2.135 3.705 2.205
C 1.217 2.739 1.816
N 0.692 1.881 2.681
H -1.717 -1.353 7.563
H -0.736 -0.096 8.370
H 0.028 -1.594 7.832
H -1.931 -1.320 5.090
H -0.889 0.278 3.113
H 2.229 2.871 5.494
H 3.229 4.480 3.883
H 2.541 4.391 1.474
H 0.873 2.649 0.788
O 2.181 -1.575 -1.027
S 1.732 -2.823 -1.648
O 2.072 -4.015 -0.904
O 0.324 -2.716 -2.026
C 2.643 -2.981 -3.207
C 3.359 -4.166 -3.336
C 4.079 -4.459 -4.485
C 4.087 -3.556 -5.531
C 3.381 -2.368 -5.414
C 2.656 -2.060 -4.268
S 1.821 -0.451 -4.318
O 2.149 0.091 -5.617
O 0.396 -0.734 -4.122
O 2.341 0.312 -3.186
H 3.333 -4.858 -2.508
H 4.625 -5.392 -4.554
H 4.639 -3.766 -6.440
H 3.376 -1.645 -6.217
```

=====

No. 4
Molecular formula: C7H11N2O2
Method: DFT, ωB97M-V/def2-TZVPD

Properties
E_LUMO: 3.35 eV
DFT total energy: -14513.865 eV
energy above the lowest of the compared OMol25 structures with the same formula, charge and spin: 105.7 kJ/mol
F_max: 2.82 eV/Å
total charge: -1

```
22
C7H11N2O2 (ωB97M-V/def2-TZVPD)
C 1.699 -1.653 1.115
C 1.162 -2.311 2.458
C 1.315 -2.486 -0.186
O 0.201 -3.070 -0.140
O 2.136 -2.498 -1.113
H 1.311 -0.640 1.065
H 2.781 -1.596 1.302
H 0.120 -2.534 2.175
H 1.261 -1.516 3.191
H 1.689 -3.234 2.669
C -1.785 3.566 -0.812
C -1.335 0.028 -0.651
C -1.296 2.161 -0.875
C -0.221 1.655 -1.580
N -2.071 1.135 -0.437
N -0.232 0.306 -1.407
H -1.752 -0.955 -0.565
H 0.397 -0.490 -1.510
H 0.414 2.237 -2.216
H -1.392 3.981 -1.778
H -1.547 4.184 0.071
H -2.854 3.731 -0.777
```

=====

No. 5
Molecular formula: C4H9NO3
Method: DFT, ωB97M-V/def2-TZVPD

Properties
E_LUMO (spin up / spin down): -0.95 / -0.95 eV
DFT total energy: -11919.702 eV
energy above the lowest of the compared OMol25 structures with the same formula, charge and spin: 756.4 kJ/mol
F_max: 0.85 eV/Å
total charge: 0

```
17
C4H9NO3 (ωB97M-V/def2-TZVPD)
C 1.783 0.280 0.049
C -0.771 0.102 1.780
N -0.635 0.674 0.437
C -0.538 -0.027 -0.579
C -0.513 -0.663 -1.721
O -2.830 0.161 0.015
O 2.236 0.485 -1.200
O 2.114 -0.892 0.572
H -3.112 0.991 -0.391
H 1.829 1.278 -1.578
H 2.118 -1.576 -0.115
H 1.779 1.099 0.756
H 0.172 0.241 2.317
H -1.558 0.657 2.279
H -1.038 -0.954 1.752
H -1.456 -0.883 -2.200
H 0.418 -0.974 -2.175
```

=====

No. 6
Molecular formula: C7H6N4
Method: DFT, ωB97M-V/def2-TZVPD

Properties
E_LUMO: -1.04 eV
DFT total energy: -13312.792 eV
energy above the lowest of the compared OMol25 structures with the same formula, charge and spin: 318.6 kJ/mol
F_max: 6.33 eV/Å
SMILES: Cc1cnc2cncnc2n1
total charge: 0

```
17
C7H6N4 (ωB97M-V/def2-TZVPD)
C 2.840 -0.594 -0.096
C 1.502 -0.165 -0.159
C 1.265 1.268 -0.252
N 0.010 1.657 0.126
C -1.007 0.656 0.218
C -2.307 1.150 -0.018
N -3.362 0.376 -0.129
C -2.910 -0.954 -0.170
N -1.761 -1.556 -0.003
C -0.645 -0.630 0.259
N 0.550 -1.171 0.120
H 3.217 -0.544 1.012
H 3.805 -0.376 -0.646
H 2.662 -1.694 -0.281
H 1.917 2.076 0.146
H -2.350 2.312 -0.044
H -3.424 -1.811 -0.084
```

=====

No. 7
Molecular formula: C7H7I
Method: DFT, ωB97M-V/def2-TZVPD

Properties
E_LUMO: -0.17 eV
DFT total energy: -15469.563 eV
energy above the lowest of the compared OMol25 structures with the same formula, charge and spin: 0.0 kJ/mol
F_max: 0.86 eV/Å
SMILES: C=CC=C=C=C(C)I
total charge: 0

```
15
C7H7I (ωB97M-V/def2-TZVPD)
C -0.485 2.260 0.384
C -1.652 1.997 -0.201
C -2.155 0.639 -0.314
C -1.229 -0.296 -0.207
C -0.045 -0.708 -0.097
C 1.191 -1.109 -0.008
C 1.682 -2.513 0.046
I 2.753 0.363 -0.004
H -0.102 3.264 0.442
H 0.082 1.499 0.886
H -2.268 2.777 -0.628
H -3.194 0.439 -0.504
H 2.173 -2.706 1.002
H 2.407 -2.708 -0.744
H 0.840 -3.198 -0.054
```

=====

No. 8
Molecular formula: C4H12N4
Method: DFT, ωB97M-V/def2-TZVPD

Properties
E_LUMO: 1.03 eV
DFT total energy: -10300.172 eV
energy above the lowest of the compared OMol25 structures with the same formula, charge and spin: 299.0 kJ/mol
F_max: 5.81 eV/Å
total charge: 0

```
20
C4H12N4 (ωB97M-V/def2-TZVPD)
C 0.662 0.176 0.123
C -0.737 0.257 -0.274
C -0.344 1.042 -1.920
N 1.399 -0.895 -0.416
N 1.384 1.383 0.256
N -1.454 -0.933 -0.472
C -0.527 -0.916 2.459
N 0.401 -0.278 1.922
H -1.293 1.010 0.273
H 2.361 -0.880 -0.103
H 0.988 -1.793 -0.191
H 1.101 2.021 0.990
H 2.352 1.178 0.499
H -1.012 -1.573 -1.119
H -2.416 -0.783 -0.743
H 0.263 1.941 -1.924
H 0.092 0.256 -2.530
H -1.337 1.309 -2.277
H -1.464 -1.228 1.964
H -0.419 -1.295 3.485
```

=====

Look up the total charge of the sixth one. 0

=====

Number 6 is which compound? C7H6N4

=====

F_max of number 5 (C4H9NO3)? 0.85 eV/Å

=====

Which value of energy above the lowest of the compared OMol25 structures with the same formula, charge and spin does entry 7 give? 0.0 kJ/mol